[1]
This record from the Open Molecules 2025 dataset describes a cluster of 3 separate species, C4H15NO3 in total at a distorted geometry. The level of theory is ωB97M-V/def2-TZVPD.

For the relative energy (zero: lowest compared OMol25 entry of this formula, charge and spin), the calculation gives 9.58 kcal/mol. The gap between HOMO and LUMO is 10.3 eV.

Each line ends with the Mulliken charge.
Cartesian coordinates (Å):
C 0.7044 1.4195 -1.9630  -1.46
C 0.1583 0.0181 -1.6084  0.39
C 1.1217 -1.0482 -2.1478  -1.52
N -0.3008 -0.1647 -0.2102  -0.32
C 0.7663 0.1779 0.7451  -0.73
O 0.4299 0.1311 2.1165  -0.61
H 1.5848 1.5996 -1.3457  0.40
H -0.0172 2.2267 -1.8594  0.32
H 1.0884 1.2990 -2.9752  0.43
H -0.8014 -0.0222 -2.1350  0.27
H 0.9711 -2.0415 -1.7204  0.36
H 2.1588 -0.7395 -2.0019  0.35
H 0.9104 -1.1204 -3.2120  0.44
H -1.1087 0.4309 -0.0372  0.33
H 1.0888 1.2067 0.5836  0.40
H 1.6082 -0.4946 0.5593  0.38
H 0.1261 -0.7723 2.3064  0.39
O -1.8943 1.7764 1.4816  -0.66
H -1.9644 2.7328 1.5280  0.30
H -1.1503 1.4670 2.0082  0.36
O -0.5975 -2.3880 1.0783  -0.74
H -1.4320 -2.8404 1.2408  0.28
H -0.7331 -1.5406 0.5056  0.61


[2]
This record from the Open Molecules 2025 dataset describes a cluster of 3 separate species, C4H15NO3 in total at a distorted geometry. The level of theory is ωB97M-V/def2-TZVPD.

For the relative energy (zero: lowest compared OMol25 entry of this formula, charge and spin), the calculation gives 63.04 kcal/mol. The gap between HOMO and LUMO is 9.5 eV.

Each line ends with the Mulliken charge.
Cartesian coordinates (Å):
C -0.0272 -0.9927 -0.1705  -1.26
N -0.4119 0.0836 0.7980  0.12
C 0.0568 -0.3120 2.1313  -1.14
C -1.9242 0.4564 0.7843  -0.60
C -2.2550 0.8834 -0.6843  -0.48
O -1.5190 2.0150 -1.2004  -0.53
H 1.0134 -1.3962 0.2354  0.30
H -0.6711 -1.8498 -0.2492  0.27
H 0.0281 -0.6301 -1.1156  0.38
H -0.5783 -0.6886 2.9386  0.34
H 0.4724 0.5137 2.6340  0.40
H 0.8801 -1.0621 2.1289  0.39
H -2.1028 1.3645 1.4516  0.33
H -2.5268 -0.3780 1.1177  0.41
H -3.2850 1.0913 -0.6956  0.41
H -2.0600 0.0440 -1.4613  0.19
H -0.7048 1.9780 -0.7811  0.36
O 1.7804 -0.5793 -2.1912  -0.67
H 1.4261 -0.8453 -3.0861  0.30
H 1.2919 0.2462 -1.8407  0.40
O 3.2820 -1.1860 0.7871  -0.62
H 3.5221 -0.4858 1.4309  0.32
H 2.7285 -0.6950 0.1769  0.36


[3]
This record from the Open Molecules 2025 dataset describes a cluster of 5 separate species, C4H15NO6 in total at a distorted geometry. The level of theory is ωB97M-V/def2-TZVPD.

For the relative energy (zero: lowest compared OMol25 entry of this formula, charge and spin), the calculation gives 71.06 kcal/mol. The gap between HOMO and LUMO is 9.8 eV.

Each line ends with the Mulliken charge.
Cartesian coordinates (Å):
O 0.9918 1.0267 0.0621  -0.50
C -0.1441 1.2704 -0.3149  -0.24
C -1.2421 0.6180 0.3761  -0.39
C -0.8182 -0.7307 0.9981  -0.27
N -1.6117 -0.6646 2.2531  -0.15
C -2.9177 -0.3757 2.1990  0.12
O -3.5600 -0.1459 3.2352  -0.61
H -0.3076 1.9911 -1.1711  0.34
H -1.6914 1.3790 1.1203  0.32
H -2.0689 0.4897 -0.3048  0.38
H -1.1396 -1.5701 0.2881  0.19
H 0.3013 -0.9359 1.1650  0.26
H -1.0690 -0.5989 3.0450  0.23
H -3.4901 -0.4018 1.2380  0.29
O 1.6578 -1.5249 -2.9163  -0.61
H 1.7528 -1.6600 -1.9167  0.32
H 2.4315 -1.5962 -3.3108  0.26
O -0.3329 0.5760 -3.3039  -0.57
H -0.9537 0.5151 -3.9624  0.26
H 0.0516 -0.3277 -3.1572  0.34
O 1.2524 -0.0543 3.2599  -0.65
H 1.2524 0.9344 3.1332  0.32
H 2.1198 -0.4146 2.8924  0.32
O 3.4521 0.5829 -1.9600  -0.64
H 2.4410 0.9703 -1.9178  0.36
H 3.6423 0.6477 -1.0297  0.30


[4]
This record from the Open Molecules 2025 dataset describes a structure of composition C4H16AgB2BeF12N2O12S4 at a distorted geometry. The level of theory is ωB97M-V/def2-TZVPD.

The expectation value of S² is 2.004. Its total charge is -1. As for the spin multiplicity: 3. The gap between HOMO and LUMO (alpha / beta) is 6.7 / 4.6 eV.

Each line ends with the Mulliken spin population.
Cartesian coordinates (Å):
Ag -15.4958 10.3754 -6.2920  0.53
Be -17.7381 10.8247 -2.3822  0.34
C -17.7736 8.3141 -9.1349  0.00
F -18.4712 9.2188 -8.4651  0.00
F -18.5046 7.2362 -9.1795  0.00
F -17.4534 8.7703 -10.3225  0.00
S -16.1749 7.8064 -8.1492  -0.01
O -16.5672 7.8458 -6.7386  0.01
O -15.6717 6.5254 -8.5546  0.01
N -15.1583 9.2545 -8.2448  0.05
S -14.3408 9.0589 -9.5782  0.00
O -14.9905 8.3010 -10.6113  0.01
O -13.9406 10.3656 -10.0253  0.00
C -12.7104 7.9332 -9.0557  0.00
F -11.8860 7.8637 -10.0266  0.00
F -12.1127 8.5804 -8.1068  0.00
F -13.0121 6.6601 -8.6332  0.00
C -12.6095 11.6026 -3.1316  0.01
F -12.9803 10.5369 -2.4378  0.00
F -12.1088 12.4580 -2.2568  0.00
F -11.6753 11.3960 -4.1407  0.00
S -14.2114 12.3613 -3.8703  0.10
O -15.3426 11.5673 -3.3930  0.14
O -14.2129 13.7581 -3.4681  0.00
N -14.1093 11.9934 -5.5944  0.01
S -13.6346 13.4060 -6.1203  0.00
O -14.7410 14.3935 -6.0042  0.00
O -12.3393 13.8119 -5.5636  0.00
C -13.2596 13.2081 -8.0321  0.00
F -12.6264 14.3001 -8.5460  0.00
F -12.4899 12.1275 -8.2786  0.00
F -14.3724 12.9544 -8.7394  0.00
B -19.3190 8.7648 -2.3468  0.14
H -19.1980 9.3590 -1.4544  0.00
H -20.0871 9.2291 -2.9457  0.00
H -18.4388 8.6687 -2.9634  0.01
H -19.5057 7.7558 -2.0130  0.02
B -17.4512 10.6296 -5.0801  0.27
H -16.6973 10.0197 -4.6069  0.16
H -17.0349 11.6202 -4.9817  0.03
H -17.5416 10.2698 -6.0934  0.00
H -18.3260 10.4365 -4.4787  0.10
O -19.3941 12.5285 -3.4828  0.01
H -19.1130 12.5009 -4.3974  -0.01
H -20.3483 12.4645 -3.5230  0.00
O -14.0858 9.1304 -4.9242  0.04
H -13.2036 8.7744 -5.0299  0.00
H -14.3834 8.7882 -4.0813  0.00
O -20.1258 8.9592 -5.3081  0.01
H -20.8477 9.2923 -5.8410  0.00
H -19.3494 9.3999 -5.6534  0.00
O -16.7731 11.9177 -7.5688  0.05
H -16.8710 11.4386 -8.3916  -0.01
H -17.6692 12.1260 -7.3043  0.00


[5]
This record from the Open Molecules 2025 dataset describes a structure of composition C4H16AgNO6 at a distorted geometry. The level of theory is ωB97M-V/def2-TZVPD.

For the relative energy (zero: lowest compared OMol25 entry of this formula, charge and spin), the calculation gives 0.00 kcal/mol. The expectation value of S² is 2.017. Its total charge is -2. As for the spin multiplicity: 3. The gap between HOMO and LUMO (alpha / beta) is 4.3 / 4.6 eV.

Each line ends with the Mulliken spin population.
Cartesian coordinates (Å):
Ag -1.6825 1.4381 -0.7448  0.54
O -0.3234 2.9977 0.1947  0.20
H 0.4993 2.4819 0.3030  -0.01
O -3.0179 1.4778 1.0280  0.17
H -2.7650 1.2563 1.9454  -0.01
O -2.7801 3.5025 -1.2349  0.79
H -3.7258 3.7090 -1.1027  -0.03
O -3.5053 0.4556 -1.5761  0.15
H -3.6077 -0.2350 -2.2595  0.00
O -0.7938 1.9488 -2.7089  0.18
H 0.1753 1.8249 -2.6984  -0.01
C 0.0318 -0.5067 1.6626  -0.01
C 0.6890 -0.7793 0.2897  0.01
C 1.3393 -2.1611 0.1836  0.00
O 2.4651 -2.3180 1.0704  0.00
C 3.5584 -1.4076 0.6906  0.00
N -0.4998 -0.6442 -0.5810  0.03
H 0.7285 -0.5844 2.4972  0.00
H -0.6344 -1.3366 1.8984  0.00
H -0.4531 0.4651 1.7546  0.00
H 1.5190 -0.1341 0.0019  -0.01
H 1.6109 -2.4273 -0.8378  0.00
H 0.5951 -2.9460 0.3183  0.00
H 4.0700 -1.9126 -0.1287  0.00
H 4.3773 -1.3968 1.4098  0.00
H 3.3371 -0.3771 0.4127  0.00
H -1.0163 -1.4616 -0.2889  0.00
H -0.1911 -0.9292 -1.4995  0.00


[6]
This record from the Open Molecules 2025 dataset describes a cluster of 9 separate species, C4H16BO16 in total at a distorted geometry. The level of theory is ωB97M-V/def2-TZVPD.

For the relative energy (zero: lowest compared OMol25 entry of this formula, charge and spin), the calculation gives 25.40 kcal/mol. Its total charge is -1. The gap between HOMO and LUMO is 10.1 eV.

Each line ends with the Mulliken charge.
Cartesian coordinates (Å):
O -14.1246 21.3395 26.2255  -0.72
C -14.7010 21.2567 25.1236  0.70
O -14.2728 21.5554 23.9262  -0.39
B -15.3275 21.1915 22.9631  0.79
O -16.4917 20.7593 23.7266  -0.58
C -16.1596 20.7284 25.0200  0.64
O -16.9162 20.2740 25.9047  -0.79
O -14.9746 20.1667 21.9796  0.19
C -15.4113 20.5157 20.8039  0.45
O -15.4578 19.7667 19.8029  -0.85
C -15.9574 21.9933 20.9022  0.46
O -15.8038 22.3336 22.1652  -0.68
O -16.3462 22.6700 19.9077  -0.67
O -15.1868 20.7298 28.6691  -0.62
H -15.9071 21.3193 28.4458  0.28
H -14.5051 20.9300 28.0276  0.43
O -15.4753 22.3256 17.1847  -0.64
H -15.4690 21.8621 18.0222  0.33
H -14.7387 21.9540 16.6993  0.28
O -18.8322 23.7550 19.4149  -0.64
H -19.1559 22.9467 19.8124  0.27
H -17.8800 23.6958 19.4920  0.44
O -17.3541 18.1038 27.2843  -0.67
H -16.9483 18.8409 26.8279  0.52
H -18.2948 18.2404 27.1716  0.27
O -15.2434 17.4169 22.5637  -0.58
H -15.0749 17.4790 23.5039  0.29
H -15.9915 17.9952 22.4153  0.30
O -12.5276 18.6305 21.1131  -0.64
H -13.0634 18.2635 20.4099  0.31
H -13.0185 19.3947 21.4151  0.32
O -17.6619 23.9606 23.6414  -0.65
H -17.1728 24.0885 24.4542  0.31
H -17.3801 23.1025 23.3243  0.39
O -17.2048 18.5199 18.1431  -0.66
H -16.5534 19.0066 18.6482  0.53
H -17.1455 17.6240 18.4751  0.29


[7]
This record from the Open Molecules 2025 dataset describes a structure of composition C4H16BaFO4 at a distorted geometry. The level of theory is ωB97M-V/def2-TZVPD.

For the relative energy (zero: lowest compared OMol25 entry of this formula, charge and spin), the calculation gives 12.50 kcal/mol. Its total charge is +1. The gap between HOMO and LUMO is 8.5 eV.

Each line ends with the Mulliken charge.
Cartesian coordinates (Å):
Ba -0.6859 0.8211 0.2484  1.77
F -1.2335 -1.8931 -0.1073  -0.84
C 1.2154 -1.0869 2.0465  -0.60
O 1.3282 0.2787 2.0603  -0.54
H 1.2426 -1.6869 1.1369  0.24
H 1.9327 -1.3702 2.8168  0.40
H 0.2412 -1.3848 2.4341  0.22
H 2.2656 0.4631 1.9655  0.31
C 2.9268 0.4849 -0.9887  -0.63
O 1.6229 -0.2337 -1.0018  -0.43
H 3.2056 0.7218 -2.0155  0.31
H 2.6913 1.4228 -0.4859  0.26
H 3.7420 -0.0572 -0.5094  0.28
H 1.7270 -1.0974 -1.4077  0.23
C -0.5079 1.0111 -3.8176  -0.47
O -1.3724 1.0289 -2.6052  -0.55
H -0.4619 1.9629 -4.3468  0.33
H 0.4662 0.6718 -3.4654  0.12
H -0.7828 0.1763 -4.4623  0.25
H -1.6522 1.9273 -2.4148  0.33
C -3.1747 -0.5360 2.2480  -0.73
O -2.0245 0.1115 2.6168  -0.50
H -3.9914 0.1542 2.0362  0.30
H -3.0747 -1.2065 1.3944  0.38
H -3.3928 -1.1280 3.1368  0.29
H -2.2529 0.4440 3.4879  0.27


[8]
This record from the Open Molecules 2025 dataset describes a cluster of 5 separate species, C4H16BrN8O4 in total at a distorted geometry. The level of theory is ωB97M-V/def2-TZVPD.

For the relative energy (zero: lowest compared OMol25 entry of this formula, charge and spin), the calculation gives 0.00 kcal/mol. Its total charge is -1. The gap between HOMO and LUMO is 9.1 eV.

Each line ends with the Mulliken charge.
Cartesian coordinates (Å):
Br 2.0867 -0.3425 -0.1372  -0.81
C -2.1822 0.4986 0.0537  0.45
O -1.7317 1.6300 0.1328  -0.55
N -1.3892 -0.6136 0.0426  -0.16
N -3.5370 0.2258 -0.0253  -0.49
H -0.4090 -0.4323 0.2022  -0.01
H -1.7789 -1.5309 0.1476  0.20
H -4.1911 0.9868 -0.0288  0.23
H -3.8497 -0.5639 -0.5638  0.20
C 0.3209 0.9183 3.7062  0.51
O 0.0876 1.0420 4.9024  -0.72
N 0.8879 -0.2167 3.1870  -0.23
N 0.0174 1.8645 2.7749  -0.23
H 1.2085 -0.9267 3.8147  0.16
H 1.0991 -0.2999 2.2004  0.16
H -0.2404 2.7831 3.0796  0.18
H 0.2133 1.7551 1.7937  0.19
C 1.3669 3.1061 -2.4084  0.49
O 1.0470 4.0939 -3.0525  -0.68
N 0.8282 2.7673 -1.2053  -0.18
N 2.3668 2.2497 -2.8286  -0.36
H 0.8374 1.8012 -0.9083  0.08
H 0.1126 3.3684 -0.8403  0.22
H 2.5603 1.4245 -2.2803  0.17
H 2.5117 2.2461 -3.8208  0.21
C -0.0591 -3.9307 -1.0183  0.56
O -0.6448 -5.0059 -1.0825  -0.68
N 0.3059 -3.2055 -2.1178  -0.29
N 0.2681 -3.3189 0.1711  -0.27
H 0.1723 -3.6475 -3.0058  0.19
H 0.6410 -2.2606 -2.0149  0.19
H 1.0249 -2.6498 0.1173  0.10
H 0.0483 -3.8159 1.0127  0.18